This record from the OMol25 dataset describes a cluster of 2 separate species, C34H40Br2F2N2O13S in total. The level of theory is ωB97M-V/def2-TZVPD.

Each line ends with the Mulliken charge.
Positions of all 94 atoms, in Å:
C  2.937  0.061  4.772  -1.11
C  3.305  -0.497  3.308  0.84
C  4.856  -0.672  3.056  -0.76
C  5.440  -1.190  1.692  -0.63
C  4.387  -1.553  0.604  -0.96
C  2.848  -1.370  0.864  0.39
C  2.233  -0.823  2.187  0.38
C  0.687  -0.630  2.509  0.21
C  -0.104  0.630  1.960  -0.98
C  -1.282  0.305  0.826  2.29
C  -0.520  -0.638  -0.229  0.32
C  -0.587  -2.163  -0.474  -0.49
C  -0.907  -3.317  0.541  -0.40
N  0.258  -4.018  1.196  -0.42
O  -2.056  -3.786  0.853  -0.60
C  -2.391  -0.523  1.570  -1.94
Br  -3.206  0.187  3.316  -0.05
C  -3.713  -1.125  0.867  -0.16
C  -3.761  -1.553  -0.644  -0.88
Br  -5.370  -0.095  1.466  -0.16
C  -1.681  1.758  0.108  1.09
C  -2.473  2.632  1.197  -0.82
C  -2.729  4.179  1.117  -0.82
C  -4.191  4.520  1.756  -0.37
F  -4.102  4.282  3.194  -0.34
C  -2.842  1.557  -1.029  -0.64
C  -3.383  2.886  -1.738  -0.48
C  -4.056  2.530  -3.186  -0.56
C  -3.781  3.771  -4.185  -0.51
O  -4.282  4.983  -3.499  -0.30
C  -3.265  5.981  -3.462  0.25
O  -3.168  6.683  -2.415  -0.50
C  -0.464  2.449  -0.652  0.44
O  -0.438  3.919  -0.642  -0.39
C  -0.205  2.163  -2.219  -0.38
O  -0.701  2.767  -3.202  -0.55
N  0.868  1.170  -2.594  0.19
C  0.691  0.673  -3.955  0.50
O  1.407  1.179  -4.860  -0.53
F  -0.223  -0.391  -4.181  -0.20
O  0.890  2.185  -0.103  -0.63
S  0.892  2.150  1.551  1.83
O  0.325  3.417  2.202  -0.74
O  2.314  2.183  2.013  -0.74
H  3.833  -0.136  5.472  0.39
H  2.088  -0.622  5.165  0.26
H  2.651  1.169  4.751  0.19
H  5.632  -0.415  3.874  0.14
H  6.549  -1.305  1.465  0.39
H  4.788  -1.943  -0.400  0.21
H  2.175  -1.675  -0.001  0.16
H  0.628  -0.651  3.670  0.18
H  0.236  -1.665  2.239  -0.83
H  -0.624  1.057  2.911  1.21
H  -0.824  -0.205  -1.267  -1.15
H  0.602  -0.331  -0.191  0.23
H  0.437  -2.488  -0.935  0.75
H  -1.286  -2.415  -1.374  0.69
H  0.060  -3.951  2.220  0.29
H  0.082  -5.026  0.994  0.37
H  -1.856  -1.436  2.069  0.50
H  -3.916  -2.118  1.441  0.68
H  -2.985  -1.137  -1.361  0.07
H  -3.743  -2.704  -0.777  0.27
H  -4.791  -1.234  -1.076  0.35
H  -2.042  2.508  2.267  0.22
H  -3.528  2.148  1.273  0.10
H  -1.987  4.751  1.802  0.37
H  -2.700  4.716  0.117  0.25
H  -5.008  3.903  1.249  0.24
H  -4.358  5.660  1.640  0.33
H  -2.545  0.853  -1.876  0.25
H  -3.816  1.124  -0.579  0.23
H  -4.266  3.305  -1.113  0.39
H  -2.637  3.735  -1.865  0.06
H  -3.503  1.631  -3.653  0.27
H  -5.185  2.324  -3.048  0.35
H  -4.388  3.615  -5.153  0.33
H  -2.671  3.872  -4.443  0.23
H  -2.568  6.220  -4.336  0.35
H  0.390  4.133  -1.129  0.64
H  1.799  1.581  -2.427  0.34
C  4.578  -6.353  -1.117  -0.88
C  5.319  -7.496  -1.154  0.32
C  6.776  -7.296  -0.724  0.46
O  7.595  -8.212  -0.617  -0.73
C  7.232  -5.927  -0.424  -0.82
C  6.494  -4.785  -0.400  0.56
C  5.014  -5.004  -0.727  0.62
O  4.164  -4.107  -0.686  -0.59
O  6.884  -3.604  -0.142  -0.80
O  4.943  -8.655  -1.488  -0.82
H  3.530  -6.397  -1.395  0.34
H  8.292  -5.870  -0.196  0.37

Calculated values
HOMO-LUMO gap in eV: 2.4
Electronic energy in eV: -221845.73006
Net charge: -2
HOMO level in eV: -0.22